[1]
Formula: C5H20N10O5
Source: OMol25
Level of theory: wB97M-V/def2-TZVPD

Output
- SMILES string: NC(N)=O.NC(N)=O.NC(N)=O.NC(N)=O.NC(N)=O
- Energy above the lowest of the compared OMol25 structures with the same formula, charge and spin: 0.262 eV
- E_HOMO: -9.37 eV
- Multiplicity: 1

XYZ file:
```
40
Properties=species:S:1:pos:R:3:mulliken_charge:R:1
N 16.53151 1.88966 8.38455 -0.303
C 16.45021 0.83615 9.24126 0.474
N 17.68508 0.34186 9.55293 -0.476
O 15.36951 0.37167 9.61302 -0.627
H 15.66396 2.38915 8.22052 0.191
H 17.40121 2.38345 8.48306 0.268
H 17.64298 -0.51761 10.07812 0.260
H 18.42771 0.52524 8.90703 0.209
N 14.32767 5.46781 7.33136 -0.330
C 15.68269 5.48860 7.36353 0.523
N 16.23172 4.35828 6.83145 -0.374
O 16.34499 6.35848 7.92702 -0.669
H 13.85241 6.29676 7.63385 0.211
H 13.92812 4.55023 7.25336 0.304
H 15.71486 3.60691 6.41232 0.240
H 17.21728 4.37552 6.63544 0.204
N 13.85382 0.58206 6.76140 -0.299
C 13.02968 1.58870 7.08019 0.495
N 11.75150 1.25645 6.83172 -0.311
O 13.45420 2.60562 7.66098 -0.814
H 13.52921 -0.08066 6.07375 0.344
H 14.85300 0.70376 6.79664 0.134
H 11.05582 1.93381 7.10824 0.145
H 11.51905 0.30487 6.56828 0.181
N 9.37828 2.72752 8.25972 -0.451
C 8.42703 2.17692 7.44149 0.671
N 8.36703 0.81855 7.50989 -0.313
O 7.65879 2.84350 6.76696 -0.647
H 9.86311 2.20480 8.96572 0.216
H 9.43312 3.73025 8.28324 0.169
H 8.97552 0.38913 8.18386 0.167
H 7.58317 0.32178 7.13309 0.211
N 12.97746 -1.90117 8.50223 -0.228
C 11.87438 -2.36449 7.88526 0.617
N 11.37164 -3.48092 8.47634 -0.421
O 11.40587 -1.83833 6.86868 -0.698
H 13.26549 -2.21690 9.40759 0.186
H 13.48997 -1.17311 8.02853 0.134
H 10.61830 -3.98068 8.03764 0.243
H 11.90798 -3.98721 9.15365 0.166
```

***

[2]
Formula: C5H20N2O5
Source: OMol25
Level of theory: wB97M-V/def2-TZVPD

Output
- SMILES string: CC(C)NC(=O)CN.O.O.O.O
- Energy above the lowest of the compared OMol25 structures with the same formula, charge and spin: 3.016 eV
- E_HOMO: -9.76 eV
- Multiplicity: 1

XYZ file:
```
32
Properties=species:S:1:pos:R:3:mulliken_charge:R:1
C -1.29559 1.12899 -1.24203 -1.625
C -0.21909 1.73382 -0.32814 0.790
C -0.38024 3.17954 0.03786 -1.582
N -0.14171 1.02821 0.91358 -0.137
C 0.49768 -0.25924 0.96947 0.418
O 1.39121 -0.45860 0.16696 -0.693
C 0.18420 -1.14533 2.17197 -0.444
N 0.02154 -2.51244 1.66541 -0.508
H -2.32815 1.29393 -0.85175 0.297
H -1.09596 0.10035 -1.34787 0.372
H -1.17221 1.63042 -2.13854 0.452
H 0.71934 1.68040 -0.93180 0.277
H -0.12098 3.85911 -0.80314 0.393
H -1.33071 3.54921 0.35343 0.391
H 0.29613 3.49503 0.87761 0.366
H -1.04550 1.04261 1.60662 0.330
H -0.78794 -0.83079 2.63108 0.239
H 0.95836 -1.11885 2.94493 0.328
H 0.84745 -3.07582 1.94655 0.282
H -0.07581 -2.58146 0.72584 0.107
O -2.83530 -1.13779 1.47921 -0.629
H -2.67520 -1.94405 0.94753 0.308
H -3.10860 -0.50424 0.75580 0.315
O 0.17960 -3.42829 -1.98092 -0.519
H -0.31829 -3.23173 -1.26569 0.177
H -0.66784 -3.63554 -2.44737 0.360
O 3.41387 1.85004 0.23964 -0.630
H 3.91683 1.24738 -0.07618 0.265
H 2.62284 1.43169 0.35490 0.323
O 1.29802 -0.52008 -2.71676 -0.628
H 1.14079 -0.84246 -1.76342 0.318
H 2.11126 -1.02404 -2.89477 0.290
```

***

[3]
Formula: C5H20NO5
Source: OMol25
Level of theory: wB97M-V/def2-TZVPD

Output
- Energy above the lowest of the compared OMol25 structures with the same formula, charge and spin: 3.313 eV
- E_HOMO: -5.55 eV
- Net charge: -1
- Multiplicity: 1

XYZ file:
```
31
Properties=species:S:1:pos:R:3:mulliken_charge:R:1
C 0.94693 -2.09682 -0.05697 -1.087
C 1.33295 -0.84316 -0.70317 -1.467
N 0.64741 0.48739 -0.55380 -0.346
C 1.96024 0.61330 1.61232 -1.430
C 0.92890 1.26493 0.73775 0.598
C -0.39108 1.84357 1.36168 -0.368
O -1.50010 1.01894 1.20714 -0.586
H 0.33191 -2.69771 -0.59612 0.481
H 0.20221 -1.85319 0.80548 0.258
H 1.70779 -2.78486 0.26406 0.312
H 1.38734 -0.85585 -1.89039 0.648
H 2.45135 -0.61491 -0.47468 0.486
H -0.28596 0.32823 -0.66197 0.640
H 2.26764 1.38673 2.36813 0.391
H 1.46992 -0.35772 2.00655 0.238
H 2.70304 0.00026 1.13326 0.364
H 1.51617 2.16733 0.34642 0.074
H -0.19083 2.05867 2.54641 0.183
H -0.74800 2.79562 0.93755 0.216
H -0.00864 3.30138 -1.50176 0.290
H 0.75625 2.09435 -2.12792 0.421
O 0.49385 3.01349 -2.27311 -0.693
H -0.15762 -1.63184 -2.16012 0.314
H -1.61216 -1.33377 -1.86280 0.385
O -0.94718 -1.90316 -2.36599 -0.746
H -1.86940 0.57545 0.29365 0.325
H -3.09389 -0.29302 -0.88642 0.124
O -2.27563 -0.29964 -0.69933 -1.066
H -2.45732 -1.71950 0.34146 0.463
H -2.70548 -1.49975 1.76868 0.298
O -2.86061 -2.16476 1.08402 -0.722
```

***

[4]
Formula: C5H20NO7
Source: OMol25
Level of theory: wB97M-V/def2-TZVPD

Output
- Energy above the lowest of the compared OMol25 structures with the same formula, charge and spin: 1.650 eV
- E_HOMO: -5.07 eV
- Net charge: -1
- Multiplicity: 1

XYZ file:
```
33
Properties=species:S:1:pos:R:3:mulliken_charge:R:1
C 0.01119 -2.57645 1.36215 -0.996
N -0.10071 -1.12760 1.16464 -0.088
C -1.43880 -0.85799 0.63805 -1.064
C 2.34996 -0.81228 0.62150 -1.731
C 0.87003 -0.48691 0.23943 0.837
C 0.82504 -0.96098 -1.24386 0.148
O 0.72605 -2.18368 -1.45244 -0.679
O 1.00788 -0.06756 -2.12152 -0.849
H -0.62639 -2.83203 2.20944 0.316
H 1.01601 -2.95169 1.55162 0.331
H -0.31374 -3.10569 0.46670 0.315
H -2.15719 -1.28187 1.34675 0.349
H -1.59154 -1.33569 -0.33334 0.359
H -1.60243 0.21101 0.54448 0.210
H 2.98849 -0.64523 -0.25300 0.436
H 2.76043 -0.11546 1.34884 0.394
H 2.45008 -1.86846 0.85526 0.347
H 0.76143 0.58603 0.35803 0.373
H -1.67735 1.92439 3.07185 0.318
H -1.87080 2.41014 1.62631 0.314
O -2.25202 2.45945 2.51637 -0.660
H -0.32402 -0.02871 -4.51106 0.315
H -0.64396 -0.77203 -3.17580 0.341
O -1.00479 -0.50770 -4.03192 -0.718
H 0.01583 4.08088 0.18221 0.282
H -0.75534 3.23356 -0.75524 0.370
O -0.82409 3.60734 0.14438 -0.603
H 0.14101 1.65979 -1.83490 0.398
H -1.21814 1.21794 -2.49223 0.312
O -0.75038 1.95530 -2.09063 -0.703
H 1.86954 -0.51693 3.45245 0.319
H 0.64275 -0.11697 2.72458 0.443
O 1.13121 0.09648 3.54943 -0.737
```

***

[5]
Formula: C5H21NO4
Source: OMol25
Level of theory: wB97M-V/def2-TZVPD

Output
- Energy above the lowest of the compared OMol25 structures with the same formula, charge and spin: 1.132 eV
- E_HOMO (alpha / beta): -14.51 / -14.51 eV
- Net charge: +1
- Multiplicity: 2

XYZ file:
```
31
Properties=species:S:1:pos:R:3:mulliken_charge:R:1
C -0.25939 1.50599 -2.15447 -1.175
C -1.17135 0.40293 -1.72800 -0.479
C -1.45957 0.48955 -0.22606 -0.615
C -0.26696 -0.04018 0.61606 0.206
N 0.11493 0.81863 1.75081 0.127
C -0.81224 0.74513 2.87570 -0.780
H 0.74771 1.56480 -1.76202 0.251
H -0.57528 2.50153 -1.81236 0.330
H -0.12826 1.59448 -3.24219 0.359
H -2.03534 0.60847 -2.37584 0.353
H -0.90574 -0.60047 -2.00852 0.229
H -1.75435 1.54879 -0.01626 0.371
H -2.42127 0.06149 -0.05336 0.538
H -0.44232 -1.07148 0.97069 0.582
H 0.59114 -0.13130 -0.01421 -0.657
H 0.58976 1.69898 1.67211 0.329
H -1.79141 0.28446 2.58391 0.256
H -0.31358 0.20463 3.69511 0.367
H -0.96136 1.80664 3.17536 0.398
H -2.36858 -1.33730 0.80656 0.162
H -3.52690 -1.89320 0.91992 0.383
O -2.68246 -2.26091 0.58318 -0.532
H -0.58461 -2.84837 -1.03379 0.315
H 0.73102 -3.16957 -0.29862 0.306
O 0.37058 -2.90785 -1.15017 -0.611
H 2.75971 -1.39313 -0.57199 0.300
H 2.53948 0.11597 -0.85134 0.254
O 2.94896 -0.68232 -1.19557 -0.590
H 2.36334 2.18177 1.35081 0.269
H 3.30097 1.57867 0.49539 0.348
O 2.71893 2.39051 0.47513 -0.595
```

***

[6]
Formula: C5H21NO7
Source: OMol25
Level of theory: wB97M-V/def2-TZVPD

Output
- SMILES string: CC[C@@H](C=O)NCO.O.O.O.O.O
- Energy above the lowest of the compared OMol25 structures with the same formula, charge and spin: 3.848 eV
- E_HOMO: -9.59 eV
- Multiplicity: 1

XYZ file:
```
34
Properties=species:S:1:pos:R:3:mulliken_charge:R:1
C -1.13801 -0.45084 -3.36542 -1.437
C -1.00449 -0.57408 -1.81039 -0.975
C 0.42970 -0.99698 -1.23431 0.559
C 1.34219 -0.82124 -2.38172 -0.305
O 1.70042 0.27202 -2.85473 -0.534
N 0.72310 -0.08902 -0.12937 0.047
C 2.06160 -0.13958 0.50292 -0.381
O 3.01160 0.59609 -0.13748 -0.567
H -0.90491 -1.43523 -3.69244 0.377
H -0.50879 0.40158 -3.85170 0.232
H -2.21950 -0.22028 -3.44081 0.465
H -1.90903 -1.00378 -1.41166 0.395
H -1.17730 0.44087 -1.49538 0.376
H 0.44011 -2.03955 -0.90822 0.421
H 1.77015 -1.78093 -2.86692 0.339
H 0.56375 0.91728 -0.30280 0.054
H 2.15791 -0.01147 1.61154 0.269
H 2.37151 -1.21560 0.17889 0.274
H 2.72445 1.11941 -0.95937 0.386
O -2.59857 -0.85078 1.01634 -0.695
H -2.44738 -0.07590 0.47383 0.349
H -2.03334 -1.52334 0.51429 0.358
O 0.29891 2.99886 -0.12059 -0.681
H 0.49855 2.57782 0.75320 0.404
H -0.55909 3.53142 0.00740 0.314
O -0.27022 2.48925 2.67127 -0.642
H -0.16016 1.57831 2.66613 0.400
H -0.03271 2.97464 3.44187 0.280
O -0.92798 -0.09685 2.93640 -0.785
H -0.43960 -0.57430 2.22439 0.352
H -1.82759 0.13163 2.69017 0.365
O -2.22779 -2.90210 2.69570 -0.642
H -1.38530 -3.35148 2.54780 0.308
H -2.02033 -1.97364 2.80375 0.323
```